(1)
Computed, not measured: a 2-piece molecular cluster, C5H6N2O2 overall at a distorted geometry, with wB97M-V/def2-TZVPD.

XYZ file:
```
15
Properties=species:S:1:pos:R:3:forces:R:3:mulliken_charge:R:1
C -1.129 -0.288 2.217 3.0 -0.6 -1.4 -0.65
C -1.582 0.402 1.110 -1.2 1.0 0.0 -0.40
C 0.134 -0.639 1.786 -1.4 -0.1 1.2 -0.14
C 1.391 -0.602 -0.275 0.4 0.5 -2.9 0.19
C 0.747 0.223 -2.582 -0.7 -0.1 2.2 -0.23
N -0.707 0.457 0.097 -2.0 0.2 0.3 -0.82
N 0.351 -0.235 0.554 -1.8 1.2 -0.4 0.49
O 2.385 -1.013 0.218 0.8 -0.6 -0.1 -0.40
O 0.390 1.468 -2.145 1.1 -1.2 -1.7 -0.40
H -1.469 -0.540 3.170 -1.0 0.0 1.0 0.42
H -2.550 0.886 1.247 0.3 0.2 -1.4 0.37
H 0.872 -1.154 2.242 2.2 -1.7 1.5 0.52
H -0.120 -0.450 -2.886 1.4 0.7 0.6 0.24
H 1.726 0.102 -3.096 -0.9 0.4 0.5 0.31
H -0.440 1.383 -1.658 -0.1 -0.2 0.4 0.49
```
Forces are in eV/Å.

Calculated values
HOMO-LUMO gap (spin up / spin down)	8.412 / 7.825	eV

(2)
Computed, not measured: a 4-piece molecular cluster, CH9NO4 overall at a distorted geometry, with wB97M-V/def2-TZVPD.

XYZ file:
```
15
Properties=species:S:1:pos:R:3:forces:R:3:mulliken_charge:R:1
N -1.661 0.405 0.791 -0.9 0.2 -0.4 -0.32
C -1.933 -0.116 2.035 1.3 -0.4 -1.2 0.14
O -1.298 0.176 3.014 -0.5 0.1 0.6 -0.52
H -2.343 0.255 0.061 0.0 -0.2 0.1 0.23
H -1.197 1.292 0.667 0.3 -0.1 0.5 0.21
H -2.612 -0.989 1.944 -0.2 0.4 0.4 0.27
O 2.744 0.175 1.038 0.2 -0.9 -0.2 -0.67
H 2.545 0.995 0.602 -0.1 0.9 0.2 0.29
H 2.888 0.338 1.970 -0.1 0.2 0.1 0.31
O -0.562 -0.814 -2.770 0.3 0.5 -1.7 -0.69
H -1.259 -1.449 -2.968 0.3 0.2 1.3 0.30
H -0.206 -0.563 -1.907 -0.9 -0.7 0.4 0.42
O 1.333 0.365 -1.430 0.4 0.0 0.4 -0.70
H 1.597 -0.059 -2.246 0.0 0.1 -0.6 0.34
H 1.962 -0.013 -0.801 -0.3 -0.2 0.2 0.40
```
Forces are in eV/Å.

Calculated values
HOMO-LUMO gap	10.800	eV
structure (SMILES)	NC=O.O.O.O

> What is the formula in the first record?

C5H6N2O2

Repeat the second record exactly.
Computed, not measured: a 4-piece molecular cluster, CH9NO4 overall at a distorted geometry, with wB97M-V/def2-TZVPD.

XYZ file:
```
15
Properties=species:S:1:pos:R:3:forces:R:3:mulliken_charge:R:1
N -1.661 0.405 0.791 -0.9 0.2 -0.4 -0.32
C -1.933 -0.116 2.035 1.3 -0.4 -1.2 0.14
O -1.298 0.176 3.014 -0.5 0.1 0.6 -0.52
H -2.343 0.255 0.061 0.0 -0.2 0.1 0.23
H -1.197 1.292 0.667 0.3 -0.1 0.5 0.21
H -2.612 -0.989 1.944 -0.2 0.4 0.4 0.27
O 2.744 0.175 1.038 0.2 -0.9 -0.2 -0.67
H 2.545 0.995 0.602 -0.1 0.9 0.2 0.29
H 2.888 0.338 1.970 -0.1 0.2 0.1 0.31
O -0.562 -0.814 -2.770 0.3 0.5 -1.7 -0.69
H -1.259 -1.449 -2.968 0.3 0.2 1.3 0.30
H -0.206 -0.563 -1.907 -0.9 -0.7 0.4 0.42
O 1.333 0.365 -1.430 0.4 0.0 0.4 -0.70
H 1.597 -0.059 -2.246 0.0 0.1 -0.6 0.34
H 1.962 -0.013 -0.801 -0.3 -0.2 0.2 0.40
```
Forces are in eV/Å.

Calculated values
HOMO-LUMO gap	10.800	eV
structure (SMILES)	NC=O.O.O.O